The following is a DFT calculation (ωB97M-V with the def2-TZVPD basis set) of a 10-piece molecular cluster, C18H56N4O18 overall at a distorted geometry.

Atoms and positions in Å:
C1 -4.05 0.71 -0.52
O1 -4.75 0.53 -1.50
N1 -4.09 1.74 0.32
N2 -3.02 -0.06 -0.37
H1 -3.57 1.85 1.18
H2 -4.83 2.38 0.07
H3 -2.90 -0.87 -0.96
H4 -2.70 -0.17 0.58
C2 0.68 0.20 0.71
O2 1.67 -0.16 1.35
N3 -0.36 0.95 1.12
N4 0.61 -0.09 -0.52
H5 -0.46 1.02 2.12
H6 -1.09 1.31 0.52
H7 0.00 0.51 -1.06
H8 1.34 -0.61 -0.98
C3 5.13 2.46 2.87
C4 4.41 1.17 2.77
O3 4.24 0.62 1.47
O4 4.66 3.39 3.77
H9 5.36 2.77 1.86
H10 6.11 2.19 3.28
H11 3.38 1.47 2.98
H12 4.57 0.47 3.59
H13 3.37 0.24 1.30
H14 5.13 4.20 3.56
C5 -2.37 -3.79 -1.96
C6 -1.11 -3.60 -1.05
O5 -1.53 -3.76 0.35
O6 -3.38 -2.88 -1.50
H15 -2.73 -4.80 -1.73
H16 -2.24 -3.68 -3.03
H17 -0.57 -2.67 -1.24
H18 -0.41 -4.42 -1.20
H19 -0.77 -3.36 0.78
H20 -3.45 -2.90 -0.54
C7 -1.00 0.38 5.21
C8 -0.57 1.75 4.64
O7 -1.47 2.12 3.60
O8 -0.51 -0.73 4.37
H21 -2.06 0.29 5.46
H22 -0.53 0.32 6.19
H23 0.48 1.78 4.36
H24 -0.72 2.52 5.40
H25 -2.09 1.41 3.44
H26 0.45 -0.65 4.30
C9 2.68 -3.53 -2.79
C10 3.60 -4.42 -1.89
O9 4.42 -3.58 -1.06
O10 1.75 -2.75 -2.12
H27 2.36 -4.01 -3.71
H28 3.37 -2.86 -3.31
H29 4.16 -5.13 -2.49
H30 2.99 -5.10 -1.29
H31 3.95 -2.75 -0.93
H32 1.75 -1.85 -2.47
C11 0.57 5.48 -0.06
C12 0.00 4.17 -0.55
O11 -0.43 4.02 -1.99
O12 -0.47 6.33 0.41
H33 1.25 6.01 -0.73
H34 1.19 5.18 0.78
H35 -0.84 3.90 0.10
H36 0.79 3.48 -0.27
H37 -1.05 4.73 -2.14
H38 -0.56 5.94 1.28
C13 -4.23 -0.48 3.56
C14 -5.17 -1.47 2.81
O13 -5.22 -2.71 3.41
O14 -3.03 -0.37 2.77
H39 -4.02 -0.85 4.56
H40 -4.59 0.54 3.66
H41 -4.99 -1.61 1.74
H42 -6.07 -0.86 2.87
H43 -4.87 -3.30 2.74
H44 -2.54 -1.18 2.62
C15 -1.28 -0.71 -3.69
C16 -1.39 -1.08 -5.22
O15 -0.15 -1.30 -5.93
O16 -0.69 0.55 -3.66
H45 -0.61 -1.43 -3.21
H46 -2.27 -0.69 -3.24
H47 -2.06 -0.34 -5.66
H48 -1.94 -1.98 -5.49
H49 0.15 -0.50 -6.37
H50 -1.19 1.19 -4.18
C17 4.03 0.42 -2.15
C18 2.66 0.77 -2.85
O17 1.95 -0.35 -3.40
O18 3.76 -0.51 -1.12
H51 4.66 1.23 -1.79
H52 4.69 -0.08 -2.86
H53 2.99 1.37 -3.70
H54 2.00 1.28 -2.15
H55 1.16 0.09 -3.72
H56 4.48 -0.46 -0.48

Properties
SMILES ... NC(N)=O.NC(N)=O.OCCO.OCCO.OCCO.OCCO.OCCO.OCCO.OCCO.OCCO
HOMO-LUMO gap ... 9.817 eV
ΔE to the lowest compared entry with this formula, charge and spin ... 77.1 kcal per mole
2S+1 ... 1
LUMO level ... 0.27 eV
HOMO level ... -9.546 eV